Entry 1:
Here is one molecule with the formula C5H8O2 from the Open Molecules 2025 dataset. Energies are from the ωB97M-V functional and the def2-TZVPD basis.

ΔE to the lowest compared entry with this formula, charge and spin = 93.09 kcal/mol
Gap between HOMO and LUMO (spin up / spin down) = 7.65 / 7.65 eV
DFT total energy = -9405.795 eV

CARTESIAN COORDINATES (ANGSTROEM)
C1 -1.2079 0.6659 0.4826
O1 -0.7587 1.3372 -0.7631
C2 -0.1731 0.4481 -1.4871
C3 -0.0518 -0.8684 -0.9185
C4 -0.2731 -0.5238 0.5567
C5 1.1947 -0.0245 0.9963
O2 1.9813 0.0894 -0.1006
H1 -2.2652 0.4224 0.3272
H2 -1.0929 1.4078 1.2740
H3 0.1310 0.7884 -2.4737
H4 1.1278 -0.9308 -0.9145
H5 -0.5690 -1.6831 -1.4285
H6 -0.6775 -1.3384 1.1630
H7 1.0634 0.9459 1.5237
H8 1.5711 -0.7360 1.7625

Atomic forces in eV per Å
C -0.09 -0.07 0.18
O 0.27 -0.29 -0.27
C -0.20 0.06 0.05
C -0.13 0.11 -0.01
C -0.02 0.03 0.07
C -0.18 0.05 0.35
O 0.04 -0.07 -0.06
H 0.13 0.07 0.04
H 0.00 -0.15 -0.09
H 0.04 -0.07 0.12
H 0.00 0.12 -0.06
H 0.10 0.12 0.04
H 0.07 0.15 -0.09
H -0.01 -0.14 -0.07
H 0.00 0.09 -0.21

Atomic partial charges in e from the Löwdin method, atoms 1 to 4: atom 1 (C): -0.0779, atom 2 (O): 0.0432, atom 3 (C): -0.0200, atom 4 (C): -0.1294

---

Entry 2:
Here is C5H8O2 as an isolated structure from the Open Molecules 2025 dataset. Energies are from the ωB97M-V functional and the def2-TZVPD basis.

ΔE to the lowest compared entry with this formula, charge and spin = 67.85 kcal/mol
Gap between HOMO and LUMO = 9.95 eV
DFT total energy = -9406.890 eV

CARTESIAN COORDINATES (ANGSTROEM)
O1 -1.9551 0.9750 -0.4402
C1 -1.4130 -0.0596 0.3597
C2 0.0592 0.1395 0.3523
C3 0.9522 0.3405 1.3398
C4 2.0033 0.6891 0.3486
O2 3.1301 1.0978 0.3828
C5 1.0062 0.4135 -0.8018
H1 -2.9015 0.8432 -0.5807
H2 -1.7693 -0.0300 1.3976
H3 -1.6658 -1.0470 -0.0429
H4 -0.3780 -2.1541 -1.2369
H5 0.9024 0.3531 2.4249
H6 0.0098 -2.4080 -0.6498
H7 0.7495 1.2818 -1.4132
H8 1.2699 -0.4349 -1.4403

Atomic forces in eV per Å
O -0.28 0.20 -0.15
C -0.10 -0.31 0.19
C -0.06 0.22 0.36
C -0.06 -0.02 0.00
C 0.44 0.14 -0.05
O -0.23 -0.14 0.04
C 0.04 0.03 -0.23
H 0.25 -0.10 0.13
H -0.06 0.14 -0.11
H 0.00 0.14 0.03
H 0.21 -0.27 0.15
H -0.04 -0.06 -0.19
H -0.10 -0.05 -0.27
H 0.08 -0.06 0.05
H -0.08 0.13 0.08

Atomic partial charges in e from the Löwdin method, atoms 1 to 4: atom 1 (O): -0.0483, atom 2 (C): -0.2335, atom 3 (C): -0.2180, atom 4 (C): 0.0746

---

Entry 3:
Here is one molecule with the formula C5H8O2 from the Open Molecules 2025 dataset. Energies are from the ωB97M-V functional and the def2-TZVPD basis.

ΔE to the lowest compared entry with this formula, charge and spin = 32.10 kcal/mol
SMILES = O=CCC1(O)CC1
Gap between HOMO and LUMO = 10.79 eV
DFT total energy = -9408.440 eV

CARTESIAN COORDINATES (ANGSTROEM)
O1 0.0459 -0.7919 -1.5876
C1 -0.2849 -0.3010 -0.3203
C2 0.8162 -0.4598 0.7026
C3 2.0223 0.4019 0.4262
O2 2.1025 1.1858 -0.4912
C4 -1.7025 -0.5038 0.1032
C5 -1.2095 0.8765 -0.2563
H1 0.5818 -0.1061 -2.0110
H2 0.4648 -0.2313 1.7197
H3 1.1499 -1.5068 0.7247
H4 2.8703 0.2757 1.1345
H5 -1.9021 -0.7278 1.1476
H6 -2.3485 -1.0070 -0.6084
H7 -1.5418 1.2781 -1.2092
H8 -1.0644 1.6175 0.5256

Atomic forces in eV per Å
O 0.11 0.15 -0.14
C -0.08 0.07 0.29
C -0.04 0.02 -0.06
C 0.01 0.20 -0.23
O -0.02 -0.36 0.31
C -0.11 -0.19 0.07
C 0.01 0.20 -0.04
H 0.00 -0.15 0.04
H 0.05 -0.01 -0.16
H -0.01 0.11 0.03
H -0.09 0.06 -0.10
H 0.04 0.02 -0.16
H 0.09 0.10 0.09
H 0.09 -0.05 0.15
H -0.05 -0.16 -0.09

Atomic partial charges in e from the Löwdin method, atoms 1 to 4: atom 1 (O): 0.0199, atom 2 (C): -0.5513, atom 3 (C): -0.0844, atom 4 (C): -0.2376

---

Entry 4:
Here is one molecule with the formula C5H8O2S from the Open Molecules 2025 dataset. Energies are from the ωB97M-V functional and the def2-TZVPD basis.

ΔE to the lowest compared entry with this formula, charge and spin = 38.01 kcal/mol
SMILES = CC(C)(C=S)OC=O
Gap between HOMO and LUMO = 8.51 eV
DFT total energy = -20243.280 eV

CARTESIAN COORDINATES (ANGSTROEM)
C1 -1.3718 -0.3860 0.9521
C2 -0.0655 0.0183 0.2280
C3 1.2050 -0.3355 0.9501
C4 -0.1367 2.3920 0.5870
C5 -0.2058 -0.7542 -1.1022
H1 -1.5982 0.0212 1.9761
H2 -2.1494 -0.0490 0.2808
H3 -1.3657 -1.4539 1.0547
H4 2.1844 0.1527 0.5250
H5 1.2549 -1.3799 0.9987
H6 1.2776 -0.1608 2.0126
H7 0.0893 3.3672 0.1688
H8 -0.7815 -0.1699 -1.8631
O1 0.0738 1.3356 -0.3467
O2 -0.5984 2.2239 1.7191
S1 0.5459 -2.1507 -1.6139

Atomic forces in eV per Å
C 0.00 1.46 0.90
C 0.34 -1.09 -0.74
C 2.07 1.41 0.14
C -1.46 -2.49 1.68
C 1.42 -1.20 -1.55
H 0.71 -0.07 -1.16
H -0.65 -0.24 0.02
H -0.07 -0.61 -0.27
H -2.04 -1.20 0.31
H 0.54 -1.79 -0.73
H -0.71 1.02 0.44
H 0.21 0.03 -0.36
H 0.19 -0.59 0.78
O -0.91 2.81 2.60
O 1.60 0.60 -3.12
S -1.24 1.97 1.04

Atomic partial charges in e from the Löwdin method, atoms 1 to 4: atom 1 (C): -0.0217, atom 2 (C): -0.6065, atom 3 (C): -0.0566, atom 4 (C): -0.2043